1.
{"formula": "C28H37As3NO5RhS", "method": "wB97M-V/def2-TZVPD", "symbols": ["Rh", "O", "C", "O", "C", "C", "C", "C", "C", "N", "C", "O", "O", "H", "H", "H", "C", "As", "C", "C", "C", "C", "C", "As", "C", "C", "C", "As", "C", "C", "H", "H", "H", "H", "H", "H", "H", "H", "H", "H", "H", "H", "H", "H", "H", "H", "H", "H", "H", "H", "H", "H", "H", "H", "H", "H", "H", "C", "C", "O", "S", "C", "C", "C", "C", "C", "C", "C", "C", "H", "H", "H", "H", "H", "H", "H"], "positions_angstrom": [[0.212, 0.894, 0.265], [3.845, -0.932, 1.024], [2.899, -0.320, 0.536], [2.415, 0.806, 0.865], [2.178, -0.998, -0.634], [2.744, -2.070, -1.304], [2.075, -2.625, -2.379], [0.866, -2.071, -2.769], [0.362, -0.995, -2.054], [0.990, -0.495, -0.988], [-0.880, -0.353, -2.587], [-1.571, -0.908, -3.394], [-1.223, 0.903, -2.211], [3.696, -2.431, -0.944], [2.490, -3.466, -2.918], [0.306, -2.435, -3.617], [-0.310, 4.166, 2.408], [-0.952, 2.518, 1.594], [-2.224, 3.162, 0.252], [-2.243, 1.788, 2.870], [-1.742, 0.985, 4.085], [-0.604, 1.743, 4.777], [-1.278, -0.422, 3.689], [0.201, -0.565, 2.402], [1.746, -0.363, 3.576], [0.218, -2.506, 2.218], [-2.883, 0.880, 5.119], [-4.588, -0.124, 4.913], [-3.969, -1.957, 5.277], [-4.873, -0.337, 2.979], [-1.156, 4.667, 2.879], [0.101, 4.800, 1.624], [0.463, 3.975, 3.148], [-2.558, 4.186, 0.412], [-3.090, 2.497, 0.304], [-0.678, 3.645, -1.149], [-2.853, 1.154, 2.227], [-2.874, 2.618, 3.201], [0.256, 1.884, 4.121], [-0.254, 1.194, 5.653], [-0.940, 2.728, 5.109], [-2.112, -0.982, 3.268], [-0.946, -0.961, 4.582], [1.506, -0.724, 4.577], [2.055, 0.678, 3.607], [2.574, -0.932, 3.155], [0.288, -2.975, 3.200], [1.088, -2.790, 1.628], [-0.687, -2.842, 1.713], [-3.192, 1.896, 5.384], [-2.477, 0.449, 6.041], [-3.319, -1.948, 6.152], [-3.433, -2.402, 4.441], [-4.839, -2.571, 5.506], [-5.091, 0.625, 2.518], [-5.755, -0.969, 2.871], [-4.041, -0.814, 2.464], [-3.327, 2.964, -6.933], [-4.578, 3.790, -7.067], [-5.101, 4.040, -8.119], [-5.325, 4.496, -5.596], [-4.209, 4.032, -4.293], [-4.458, 2.891, -3.536], [-3.593, 2.524, -2.519], [-2.461, 3.285, -2.238], [-2.233, 4.435, -2.987], [-3.099, 4.813, -4.003], [-1.529, 2.958, -1.095], [-0.852, 1.561, -1.055], [-3.175, 2.439, -7.873], [-3.387, 2.263, -6.102], [-2.478, 3.622, -6.745], [-5.326, 2.283, -3.756], [-3.801, 1.626, -1.953], [-1.361, 5.044, -2.777], [-2.912, 5.712, -4.576]], "mulliken_charge": [-0.737, -0.725, -0.026, -0.598, 0.460, -0.471, -0.418, -0.698, 0.806, 0.093, 0.005, -0.600, -0.079, 0.557, 0.445, 0.522, -1.405, 1.234, -1.454, -1.277, 2.853, -1.822, -1.476, 1.428, -1.478, -1.369, -2.170, 0.300, -1.061, -1.008, 0.374, 0.460, 0.389, 0.490, 0.449, 0.301, 0.027, 0.663, -0.006, 0.493, 0.399, -0.180, 0.678, 0.462, 0.373, 0.507, 0.419, 0.408, 0.350, 0.542, 0.530, 0.305, 0.261, 0.415, 0.292, 0.426, 0.238, -0.964, 0.674, -0.537, -0.125, -0.405, -0.714, 0.105, 0.086, -0.561, -0.550, 0.841, -0.311, 0.324, 0.310, 0.279, 0.421, 0.370, 0.390, 0.470], "homo_energy_ev": -7.757, "homo_lumo_gap_ev": 7.30, "e_lumo_ev": -0.5, "charge": 0, "relative_energy_kj_mol": 0.00}



2.
{"formula": "C3H5LaLiO3", "method": "wB97M-V/def2-TZVPD", "symbols": ["H", "O", "C", "C", "C", "O", "O", "La", "Li", "H", "H", "H", "H"], "positions_angstrom": [[-0.825, -0.320, 0.411], [-0.111, -0.559, -1.115], [-0.444, 0.802, -1.164], [-1.429, 0.795, 0.098], [2.100, -0.814, 2.655], [1.911, -0.643, 1.517], [2.290, -0.985, 3.774], [-0.951, -2.281, -3.031], [2.008, -0.703, -0.424], [-1.053, 1.100, -2.027], [0.400, 1.446, -0.885], [-2.365, 0.321, -0.209], [-1.531, 1.841, 0.401]], "lowdin_spin": [0.171, 0.196, 0.075, 0.435, 0.000, 0.006, 0.003, -0.006, 0.001, 0.022, 0.017, 0.074, 0.006], "homo_energy_ev": [-25.218, -25.205], "homo_lumo_gap_ev": [5.41, 4.60], "e_lumo_ev": [-19.8, -20.6], "charge": 4, "multiplicity": 2}



no.,calculated total energy (a.u.)
1,-8736.16949
2,-380.14837